173
Properties=species:S:1:pos:R:3:forces:R:3:mulliken_charge:R:1 method="wB97M-V/def2-TZVPD" e_tot_ha=-5768.136699 charge=-1 lumo_ev=1.87 orbital_gap_ha=0.2207
C 5.189 2.611 7.812 0.43 0.09 -0.26 -0.933
C 5.773 3.428 6.597 -0.57 0.70 1.14 -0.185
O 6.949 2.862 6.039 -0.84 -0.35 0.06 -0.477
C 6.699 1.612 5.399 0.19 -0.91 -1.24 -0.380
C 5.763 1.696 4.138 -0.53 0.09 0.47 -1.013
C 4.245 1.371 4.484 0.63 -0.63 -0.62 -0.575
C 3.937 -0.152 4.128 -0.75 1.52 -0.05 0.471
C 3.270 -0.219 2.712 -0.90 -0.33 0.63 -1.194
C 3.046 -1.683 2.198 2.24 -1.03 -0.56 3.084
C 2.848 -1.905 0.646 -0.92 1.63 -1.02 -1.862
C 2.470 -0.598 -0.177 -0.46 -1.06 -0.59 0.443
C 0.923 -0.272 -0.158 0.57 -0.16 -0.01 -0.367
S 0.445 1.194 0.856 -0.43 0.03 0.27 -0.214
O 4.370 -2.265 2.411 -1.61 -0.46 0.79 -0.668
P 4.245 -3.758 3.308 2.66 -2.70 -0.32 -0.562
C 5.419 -3.259 4.739 0.01 1.54 1.68 -1.280
C 4.707 -2.879 6.081 -0.38 -1.03 -0.28 0.840
C 4.024 -4.080 6.815 -0.06 0.43 0.26 -1.176
Br 6.126 -2.195 7.356 -0.19 0.16 -0.04 -0.293
O 2.760 -3.243 4.053 -0.57 1.32 -0.93 -0.297
C 2.039 -2.619 2.989 -0.73 -0.31 -0.15 -1.654
C 0.633 -2.023 3.371 0.72 0.08 -0.18 -0.118
C -0.226 -3.154 4.059 1.25 0.42 0.52 -0.559
C -0.416 -2.798 5.582 -0.82 -1.08 0.40 -0.668
C -1.917 -2.643 6.048 0.76 1.05 0.18 -0.918
C -2.870 -2.003 4.986 -1.01 -1.89 0.54 -0.068
C -4.297 -1.670 5.628 1.34 0.40 -1.09 -0.786
C -4.644 -0.171 5.282 -1.09 -0.70 0.77 -0.592
C -6.190 -0.061 4.922 1.54 0.38 -0.57 -0.765
C -6.269 0.052 3.353 -0.59 -0.37 1.16 -0.727
O -5.851 1.373 3.030 -0.30 -0.58 -0.67 -0.151
C -6.173 1.728 1.682 -0.05 0.63 0.42 -0.865
H 4.259 3.074 8.224 0.78 -0.14 -0.35 0.315
H 4.937 1.559 7.561 0.23 0.66 0.11 0.219
H 5.991 2.603 8.590 -0.77 -0.10 -0.44 0.308
H 4.990 3.667 5.836 0.55 -0.47 0.33 0.192
H 6.080 4.417 7.026 -0.10 -0.73 -0.47 0.354
H 6.282 0.828 6.081 0.37 0.69 -0.26 0.184
H 7.693 1.231 5.055 -0.65 0.46 0.45 0.359
H 5.867 2.699 3.651 0.03 -0.73 0.44 0.394
H 6.096 0.927 3.404 -0.10 0.56 0.41 0.462
H 3.589 2.040 3.869 0.29 -0.46 0.77 0.347
H 4.065 1.490 5.576 0.02 0.28 -0.87 0.330
H 3.170 -0.485 4.864 0.78 -0.27 -0.40 -0.047
H 4.904 -0.685 4.202 -0.97 -0.12 -0.04 -0.300
H 3.900 0.398 2.026 -0.64 -0.64 0.22 0.461
H 2.250 0.237 2.832 0.99 0.12 -0.33 -0.092
H 2.034 -2.638 0.404 0.62 0.48 0.49 0.359
H 3.760 -2.314 0.150 -0.46 0.30 0.98 0.336
H 3.105 0.280 0.065 -0.58 -0.51 0.01 0.351
H 2.697 -0.851 -1.251 -0.13 0.26 0.81 -0.341
H 0.622 -0.017 -1.206 -0.02 0.00 0.95 -0.019
H 0.322 -1.155 0.158 0.47 0.59 -0.23 0.416
H 0.028 0.721 2.089 0.46 -0.18 -1.09 0.135
H 4.206 -5.054 3.993 -0.22 0.09 0.15 0.166
H 5.483 -4.165 2.636 -0.02 -0.01 0.17 0.032
H 3.604 -4.511 2.226 -0.76 0.93 -0.08 0.118
H 6.104 -2.405 4.484 -0.65 -0.61 -0.04 0.364
H 6.102 -4.116 4.980 -0.75 0.45 -0.48 0.572
H 3.964 -2.064 5.996 0.79 -0.36 -0.03 -0.090
H 4.698 -4.962 6.773 -0.57 0.44 0.02 0.305
H 3.828 -3.820 7.887 0.30 -0.18 -0.82 0.445
H 3.020 -4.305 6.377 1.00 0.09 -0.05 0.174
H 1.743 -3.482 2.328 0.41 0.88 0.01 0.439
H 0.168 -1.634 2.426 0.34 -0.46 0.64 -0.288
H 0.766 -1.121 4.026 -0.24 -0.80 -0.33 0.328
H -1.165 -3.399 3.520 0.48 0.47 0.43 0.506
H 0.406 -4.078 4.018 -0.58 0.71 -0.02 0.381
H 0.139 -1.893 5.910 -0.22 -0.54 -0.62 0.306
H 0.012 -3.650 6.173 -0.23 0.81 -0.36 0.253
H -1.902 -1.941 6.927 -0.06 -0.63 -0.58 0.363
H -2.276 -3.616 6.457 -0.14 0.65 -0.62 0.254
H -2.439 -1.140 4.439 -0.09 -0.46 0.62 0.158
H -3.084 -2.801 4.225 0.37 0.82 0.36 0.059
H -4.254 -1.879 6.722 -0.13 0.44 -0.67 0.403
H -5.055 -2.379 5.209 0.53 0.67 0.21 0.386
H -4.359 0.442 6.170 -0.35 -0.24 -0.70 0.312
H -4.079 0.231 4.414 -0.19 -0.47 0.62 0.386
H -6.567 0.872 5.395 -0.29 -0.71 -0.51 0.306
H -6.706 -0.974 5.286 0.08 0.76 -0.19 0.440
H -5.586 -0.695 2.865 -0.50 0.46 0.39 0.392
H -7.318 -0.164 3.009 0.75 0.38 0.12 0.442
H -5.367 2.413 1.326 -0.60 -0.63 0.06 0.190
H -6.264 0.824 1.034 0.11 0.72 0.31 0.399
H -7.132 2.310 1.720 0.62 -0.60 -0.41 0.279
C 2.436 -1.321 -7.900 0.00 -0.09 -0.05 -1.196
C 3.181 -0.656 -6.752 -0.04 -0.14 -0.06 -0.600
N 2.478 -0.743 -5.483 -0.16 0.22 0.22 0.492
C 3.039 0.121 -4.451 0.00 0.25 -0.02 -0.209
C 4.459 -0.167 -3.959 0.05 0.00 0.19 -1.291
C 2.113 -2.083 -5.045 -0.18 -0.20 -0.21 -0.487
C 3.235 -3.108 -4.868 0.02 -0.17 0.14 -1.183
H 1.426 -0.917 -8.000 0.00 -0.03 0.07 0.108
H 2.965 -1.140 -8.839 0.01 0.00 0.04 0.494
H 2.368 -2.403 -7.771 -0.04 0.03 -0.01 0.283
H 3.303 0.400 -7.012 0.01 0.03 0.23 0.446
H 4.194 -1.081 -6.690 0.07 0.00 -0.09 0.298
H 2.363 0.127 -3.589 -0.04 -0.15 -0.06 -0.116
H 3.017 1.149 -4.830 -0.03 -0.06 -0.14 0.465
H 4.489 -1.038 -3.305 0.06 -0.01 -0.06 0.191
H 4.819 0.681 -3.373 -0.03 -0.03 -0.01 0.436
H 5.166 -0.318 -4.777 -0.06 -0.02 -0.02 0.358
H 1.392 -2.490 -5.762 0.06 0.09 -0.06 0.310
H 1.548 -2.012 -4.110 0.11 0.21 0.00 0.280
H 3.952 -3.090 -5.691 -0.02 0.04 0.01 0.252
H 2.810 -4.114 -4.832 0.00 0.04 0.00 0.423
H 3.776 -2.960 -3.934 0.08 0.01 -0.08 0.242
C -1.338 5.624 3.015 0.02 0.06 0.04 -1.500
C -2.789 5.199 3.197 0.14 0.08 0.05 -0.247
N -3.035 4.483 4.438 -0.15 -0.25 0.15 0.235
C -4.344 3.841 4.482 0.05 -0.12 -0.21 -0.380
C -5.580 4.742 4.464 -0.21 -0.02 0.11 -1.298
C -2.629 5.163 5.658 0.33 0.08 -0.03 -0.732
C -3.236 6.538 5.946 -0.04 0.12 0.21 -0.989
H -0.665 4.769 3.091 -0.05 0.01 0.05 0.332
H -1.206 6.069 2.026 -0.03 -0.02 0.03 0.441
H -1.036 6.373 3.749 0.02 -0.04 -0.01 0.331
H -3.041 4.541 2.360 -0.15 -0.09 0.15 0.374
H -3.433 6.087 3.102 -0.01 0.07 -0.10 0.235
H -4.395 3.190 5.360 0.13 0.08 0.03 0.181
H -4.412 3.162 3.629 0.12 0.07 0.01 0.263
H -5.740 5.231 5.425 0.01 0.08 -0.06 0.344
H -6.469 4.137 4.266 0.05 -0.03 -0.01 0.449
H -5.528 5.507 3.687 0.04 0.00 0.03 0.293
H -1.540 5.271 5.641 -0.04 0.00 -0.12 0.419
H -2.818 4.507 6.513 -0.14 -0.10 -0.16 0.356
H -3.253 7.182 5.065 0.00 -0.05 -0.01 0.245
H -2.641 7.050 6.708 0.00 -0.02 -0.03 0.380
H -4.250 6.460 6.338 -0.03 0.06 -0.10 0.273
C -1.233 1.232 -5.670 0.00 -0.06 -0.07 -1.178
C -1.477 1.021 -4.181 -0.04 -0.04 -0.16 -0.180
N -2.745 1.561 -3.712 -0.09 0.25 0.20 0.109
C -2.845 1.604 -2.257 0.16 0.12 0.09 -0.700
C -2.840 0.272 -1.507 -0.14 -0.07 0.24 -0.893
C -3.934 1.097 -4.410 0.05 0.04 -0.31 -0.697
C -4.205 -0.409 -4.436 -0.21 -0.12 -0.03 -0.958
H -1.309 2.288 -5.936 -0.08 -0.02 0.04 0.328
H -0.228 0.890 -5.930 -0.01 -0.04 0.06 0.284
H -1.937 0.666 -6.284 0.00 0.04 -0.01 0.154
H -0.666 1.526 -3.647 -0.15 0.00 0.17 0.335
H -1.380 -0.051 -3.956 0.11 -0.06 -0.02 0.188
H -3.741 2.166 -1.975 -0.05 -0.04 -0.18 0.372
H -2.010 2.205 -1.882 0.07 -0.05 -0.12 0.354
H -3.792 -0.251 -1.601 0.05 -0.06 -0.07 0.239
H -2.682 0.453 -0.441 0.07 0.02 -0.04 0.415
H -2.041 -0.390 -1.845 -0.02 0.01 0.00 0.186
H -3.879 1.448 -5.446 0.12 -0.02 0.03 0.393
H -4.811 1.608 -4.001 0.15 0.03 0.18 0.379
H -3.308 -0.993 -4.651 0.01 0.05 0.03 0.206
H -4.934 -0.637 -5.219 0.03 0.02 0.01 0.378
H -4.631 -0.761 -3.496 0.11 -0.06 0.00 0.299
C -0.348 -1.078 -13.060 -0.05 -0.05 -0.05 -1.512
C -0.505 -1.304 -11.562 -0.04 -0.04 -0.15 -0.144
N -1.719 -0.724 -11.010 -0.08 0.23 0.22 0.137
C -1.732 -0.698 -9.553 0.15 0.12 0.10 -0.686
C -1.737 -2.038 -8.815 -0.09 -0.05 0.20 -1.088
C -2.966 -1.132 -11.641 0.00 0.04 -0.32 -0.702
C -3.298 -2.626 -11.668 -0.21 -0.11 -0.01 -0.969
H -0.399 -0.016 -13.305 -0.06 -0.03 0.04 0.335
H 0.624 -1.453 -13.389 -0.03 0.00 0.04 0.445
H -1.110 -1.606 -13.636 0.02 0.04 0.00 0.307
H 0.356 -0.840 -11.072 -0.15 0.00 0.19 0.315
H -0.437 -2.383 -11.358 0.10 -0.06 -0.03 0.262
H -2.587 -0.105 -9.214 -0.05 -0.04 -0.16 0.322
H -0.853 -0.134 -9.221 0.05 -0.02 -0.14 0.328
H -2.714 -2.520 -8.858 0.05 -0.06 -0.05 0.346
H -1.512 -1.874 -7.758 0.02 0.02 -0.03 0.357
H -0.987 -2.730 -9.202 -0.02 0.02 -0.02 0.282
H -2.960 -0.768 -12.673 0.12 -0.02 0.03 0.411
H -3.796 -0.594 -11.173 0.16 0.02 0.16 0.347
H -2.439 -3.241 -11.944 0.01 0.04 0.02 0.241
H -4.081 -2.814 -12.408 0.03 0.02 0.01 0.377
H -3.680 -2.974 -10.709 0.10 -0.06 -0.01 0.279